Here is a structure of composition C15H21F6GeNO6S2SeZn from the OMol25 dataset. Energies are from ωB97M-V with the def2-TZVPD basis set.

* 2S+1: 1
* total charge: 0
* E: -237927.836 eV
* orbital gap: 8.28 eV
* ΔE to the lowest compared entry with this formula, charge and spin: 0.000 eV
* strongest force on any atom: 0.17 eV/Å

Geometry as XYZ:
```
54
Properties=species:S:1:pos:R:3:lowdin_charge:R:1
Zn 1.577 0.606 0.176 0.547
C 3.842 -2.314 -1.992 -0.004
C 2.996 -1.706 -0.902 -0.335
O 2.898 -0.463 -0.937 -0.041
C 2.373 -2.555 0.092 -0.092
C 2.509 -3.958 -0.047 -0.041
C 1.978 -4.839 0.852 -0.090
C 1.279 -4.332 1.960 -0.068
C 1.125 -2.986 2.137 -0.006
C 1.649 -2.046 1.214 -0.320
O 1.441 -0.789 1.469 -0.136
H 4.271 -1.508 -2.581 0.087
H 3.228 -2.942 -2.640 0.097
H 4.638 -2.935 -1.582 0.092
H 3.046 -4.350 -0.899 0.102
H 2.091 -5.905 0.712 0.099
H 0.851 -5.018 2.681 0.107
H 0.580 -2.584 2.981 0.115
F -1.733 1.878 3.449 0.142
C -2.017 0.905 2.580 -0.685
F -3.315 0.639 2.634 0.159
F -1.328 -0.178 2.908 0.155
S -1.554 1.499 0.899 0.637
O -0.119 1.756 0.999 -0.370
O -2.377 2.633 0.640 -0.240
N -1.910 0.213 0.071 -0.267
S -1.127 -0.309 -1.174 0.634
O 0.183 0.332 -1.345 -0.336
O -1.197 -1.723 -1.298 -0.224
C -2.064 0.390 -2.597 -0.680
F -2.061 1.721 -2.520 0.142
F -3.315 -0.047 -2.579 0.159
F -1.485 0.022 -3.736 0.152
C 1.794 3.079 -2.456 -0.208
Ge 1.967 4.663 -1.332 0.746
C 3.682 5.543 -1.643 -0.216
C 0.470 5.881 -1.599 -0.209
C 1.918 4.108 0.570 -0.560
Se 3.004 2.534 0.883 0.993
C 2.607 2.264 2.768 -0.343
H 1.816 3.375 -3.506 0.030
H 0.850 2.566 -2.271 0.004
H 2.611 2.374 -2.289 0.016
H 3.791 5.814 -2.693 0.021
H 4.507 4.882 -1.374 0.018
H 3.761 6.451 -1.045 0.021
H 0.459 6.250 -2.625 0.022
H 0.540 6.737 -0.927 0.022
H -0.471 5.365 -1.408 0.024
H 0.899 3.873 0.872 0.010
H 2.318 4.899 1.204 0.029
H 3.088 3.053 3.340 0.031
H 3.002 1.292 3.052 0.032
H 1.529 2.280 2.903 0.024
```

***

Here is a cluster of 2 separate species, C15H21FO8S2 in total at a distorted geometry from the OMol25 dataset. Energies are from ωB97M-V with the def2-TZVPD basis set.

* 2S+1: 1
* SMILES: CC[C@@]1(CCCS)OS(=O)(=O)O[C@H]1CCF.O=C1C=C(O)C(=O)C=C1O
* total charge: 0
* E: -56661.444 eV
* orbital gap: 7.43 eV
* ΔE to the lowest compared entry with this formula, charge and spin: 1.083 eV
* strongest force on any atom: 3.40 eV/Å

Geometry as XYZ:
```
47
Properties=species:S:1:pos:R:3:lowdin_charge:R:1
C 0.352 -0.030 -2.882 -0.078
C -0.051 0.766 -1.586 -0.135
C 1.155 1.349 -0.771 -0.378
C 2.241 2.170 -1.521 -0.101
C 1.988 3.724 -1.585 -0.223
C 2.924 4.479 -0.573 -0.541
S 2.195 4.762 1.093 0.693
O 0.472 2.255 0.158 -0.236
S -0.163 1.442 1.434 0.742
O -1.588 1.121 1.203 -0.266
O 0.171 2.166 2.672 -0.264
O 0.788 0.097 1.245 -0.203
C 1.835 0.351 0.250 -0.213
C 2.156 -1.086 -0.230 -0.069
C 3.610 -1.292 -0.746 -0.170
F 4.230 -0.118 -1.160 -0.057
H 0.284 -1.119 -2.670 0.065
H 1.353 0.210 -3.280 0.067
H -0.411 0.188 -3.657 0.079
H -0.692 0.112 -0.962 0.108
H -0.643 1.652 -1.898 0.132
H 3.211 2.026 -0.999 0.103
H 2.409 1.818 -2.557 0.112
H 2.328 4.051 -2.596 0.108
H 0.929 4.025 -1.508 0.110
H 3.112 5.490 -0.992 0.068
H 3.904 3.982 -0.449 0.068
H 2.258 3.541 1.733 -0.142
H 2.578 0.909 0.852 0.167
H 2.044 -1.742 0.661 0.134
H 1.430 -1.458 -0.972 0.100
H 4.274 -1.770 0.002 0.121
H 3.597 -1.979 -1.617 0.120
O -2.656 -5.010 0.489 0.107
C -3.236 -4.107 1.063 -0.317
C -4.453 -4.321 1.847 0.075
C -5.060 -3.292 2.444 -0.233
O -6.177 -3.458 3.173 0.106
C -4.531 -1.901 2.335 -0.307
O -5.129 -0.995 2.881 0.123
C -3.301 -1.691 1.570 0.089
C -2.693 -2.720 0.976 -0.225
O -1.557 -2.562 0.265 0.091
H -4.827 -5.332 1.918 0.136
H -6.412 -2.569 3.490 0.116
H -2.916 -0.682 1.511 0.107
H -1.331 -3.452 -0.055 0.110
```

***

Here is a cluster of 3 separate species, C15H21IO9 in total at a distorted geometry from the OMol25 dataset. Energies are from ωB97M-V with the def2-TZVPD basis set.

* 2S+1: 1
* SMILES: O=C(O)CCC[C@@]1(I)COC(=O)O1.O=C1CCCO1.O=C1CCCO1
* total charge: 0
* E: -42424.278 eV
* orbital gap: 9.87 eV
* strongest force on any atom: 2.22 eV/Å

Geometry as XYZ:
```
46
Properties=species:S:1:pos:R:3:lowdin_charge:R:1
O -3.809 2.211 2.840 0.115
C -2.888 2.937 2.568 -0.519
O -2.676 4.070 3.261 0.125
C -1.906 2.655 1.455 -0.111
C -2.623 2.135 0.220 -0.186
C -1.825 2.289 -1.074 -0.196
C -0.370 1.923 -1.003 -0.820
I -0.031 -0.114 -0.407 1.190
C 0.303 2.156 -2.369 -0.121
O 0.742 3.540 -2.232 0.062
C 0.542 3.909 -0.957 -0.538
O 0.416 5.037 -0.534 0.156
O 0.471 2.747 -0.210 -0.022
H -1.890 4.499 2.922 0.103
H -1.172 1.946 1.809 0.115
H -1.390 3.580 1.225 0.109
H -3.534 2.705 0.104 0.122
H -2.911 1.108 0.375 0.100
H -2.253 1.607 -1.795 0.121
H -1.978 3.288 -1.473 0.139
H 1.162 1.527 -2.506 0.101
H -0.365 2.181 -3.214 0.136
O 2.159 -1.182 1.456 -0.006
C 3.319 -0.900 1.460 -0.502
C 4.055 -0.042 2.469 -0.070
C 5.357 0.284 1.740 -0.153
C 5.523 -0.932 0.838 -0.154
O 4.184 -1.352 0.523 0.026
H 4.224 -0.635 3.369 0.132
H 3.475 0.843 2.714 0.125
H 6.209 0.450 2.396 0.115
H 5.223 1.179 1.131 0.118
H 6.033 -1.756 1.341 0.126
H 6.048 -0.706 -0.087 0.124
O -1.531 -2.282 -2.800 0.072
C -1.795 -3.300 -2.236 -0.509
C -3.172 -3.839 -1.897 -0.073
C -2.860 -4.914 -0.857 -0.153
C -1.460 -5.350 -1.268 -0.155
O -0.846 -4.174 -1.822 0.021
H -3.612 -4.258 -2.803 0.130
H -3.807 -3.048 -1.509 0.124
H -3.575 -5.734 -0.833 0.114
H -2.830 -4.465 0.137 0.118
H -1.475 -6.125 -2.037 0.126
H -0.861 -5.698 -0.430 0.124
```

***

- Which value of strongest force on any atom does entry 3 give?
  2.22 eV/Å